1.
Computed, not measured: a cluster of 2 separate species, C3H11N2S in total, with ωB97M-V with the def2-TZVPD basis set.

Each line ends with the natural charge from an NBO analysis.
Element x y z (Å)
C -0.38 -0.55 2.57  -0.64
C -1.25 -1.18 1.49  -0.46
S -1.53 -0.13 -0.03  -0.22
H -0.30 -1.16 3.48  0.25
H 0.62 -0.39 2.19  0.21
H -0.82 0.34 3.00  0.23
H -2.20 -1.61 1.79  0.25
H -0.79 -2.06 1.04  0.23
H -2.74 0.19 -0.57  0.21
N 0.62 0.04 -2.53  -0.73
C 1.62 0.80 -2.14  0.41
N 1.44 1.53 -1.05  -0.73
H -0.07 -0.20 -1.81  0.44
H 0.67 -0.33 -3.47  0.44
H 2.59 0.86 -2.61  0.24
H 1.90 2.41 -0.88  0.44
H 0.61 1.43 -0.47  0.43

The largest force on an atom comes out at 0.043 Eh/bohr. The net charge is +1. The value obtained for the HOMO energy is -13.091 eV.

***

2.
Computed, not measured: a cluster of 4 separate species, C21H39BF10IN5O8P in total, with ωB97M-V with the def2-TZVPD basis set.

Each line ends with the Mulliken charge.
Element x y z (Å)
C -0.33 3.63 4.65  -1.20
C 1.18 3.67 4.38  -0.66
C 1.57 3.74 2.91  -0.61
F 0.97 4.87 2.38  -0.38
C 1.21 2.54 2.03  2.18
C 1.50 1.18 2.71  -2.78
C 2.96 0.72 3.00  0.92
N 2.94 0.10 4.35  -0.72
N 3.34 -0.28 2.02  -0.60
N 3.93 1.81 2.85  -0.37
O -0.20 2.52 1.85  -0.35
B -0.53 2.62 0.46  0.70
I -1.47 4.64 -0.17  -0.36
P -1.87 1.22 0.02  0.46
N -2.86 1.38 -1.21  -0.60
O 0.68 2.39 -0.28  -0.81
C 1.80 2.57 0.57  0.12
C 2.65 3.76 0.13  -0.67
C 3.76 3.34 -0.82  -0.79
N 3.22 2.71 -2.03  -0.60
H -0.79 4.56 4.31  0.32
H -0.52 3.51 5.72  0.43
H -0.81 2.82 4.11  0.18
H 1.61 4.55 4.86  0.49
H 1.66 2.80 4.84  0.19
H 2.64 3.92 2.85  0.55
H 0.93 1.13 3.63  0.48
H 1.06 0.45 2.03  0.22
H 3.76 -0.51 4.43  0.24
H 3.04 0.80 5.07  0.29
H 4.32 -0.51 2.09  0.27
H 2.80 -1.12 2.16  0.25
H 4.00 2.34 3.71  0.30
H 4.85 1.44 2.66  0.26
H -2.57 1.02 1.24  -0.13
H -1.12 0.02 -0.07  -0.34
H -2.77 0.62 -1.87  0.12
H 2.42 1.66 0.47  0.34
H 3.12 4.22 1.00  0.24
H 2.01 4.50 -0.34  0.32
H 4.32 4.23 -1.16  0.46
H 4.47 2.70 -0.27  0.27
H 3.98 2.42 -2.64  0.24
H 2.71 1.87 -1.79  0.21
C -1.04 -4.79 -4.12  -0.98
C -1.34 -4.63 -2.65  -0.34
O -0.27 -3.94 -1.97  -0.29
C -0.30 -2.61 -2.03  0.21
O -1.11 -1.93 -2.57  -0.50
C 0.90 -2.05 -1.24  0.99
F 2.01 -2.76 -1.53  -0.28
F 0.68 -2.18 0.08  -0.27
F 1.12 -0.78 -1.52  -0.20
H -0.09 -5.31 -4.26  0.13
H -1.83 -5.37 -4.59  0.39
H -0.99 -3.82 -4.61  0.37
H -1.40 -5.60 -2.15  0.33
H -2.27 -4.09 -2.48  0.38
C 2.75 -5.89 -1.66  -0.73
C 3.20 -6.53 -2.94  -0.32
O 3.16 -7.98 -2.85  -0.32
C 1.98 -8.53 -3.06  0.33
O 0.94 -7.99 -3.31  -0.50
C 2.10 -10.07 -2.96  0.92
F 2.84 -10.45 -1.91  -0.25
F 2.69 -10.55 -4.07  -0.26
F 0.90 -10.63 -2.85  -0.24
H 3.36 -6.23 -0.82  0.34
H 2.84 -4.81 -1.74  0.18
H 1.70 -6.12 -1.45  0.25
H 4.23 -6.30 -3.17  0.35
H 2.57 -6.22 -3.78  0.27
C -5.10 3.47 -0.44  -0.63
C -6.45 3.18 -1.02  -0.40
O -7.53 3.76 -0.22  -0.30
C -7.84 5.01 -0.47  0.36
O -7.40 5.75 -1.29  -0.52
C -9.00 5.44 0.47  0.89
F -8.81 5.04 1.73  -0.25
F -10.16 4.90 0.04  -0.27
F -9.14 6.76 0.47  -0.25
H -5.04 3.13 0.60  0.27
H -4.31 2.96 -1.00  0.13
H -4.88 4.54 -0.45  0.30
H -6.67 2.11 -1.01  0.28
H -6.55 3.54 -2.04  0.33

The largest force on an atom comes out at 0.017 Eh/bohr. The net charge is -1. The value obtained for the HOMO energy is -4.298 eV.

***

3.
Computed, not measured: a structure of composition C45H53F5N8NbO2, with ωB97M-V with the def2-TZVPD basis set.

Each line ends with the Mulliken charge.
Element x y z (Å)
C 5.14 4.34 3.29  -0.30
C 5.04 4.16 2.09  -0.31
C 5.24 4.07 0.52  -0.43
C 3.79 4.24 -0.16  -0.14
C 3.35 2.90 -0.92  -0.80
Nb 1.40 1.99 -0.12  -1.25
C 0.17 3.38 -1.46  -0.42
C -0.34 4.73 -0.72  0.11
C -1.92 4.66 -0.43  -1.24
C -2.31 4.31 1.05  1.02
F -1.22 4.05 1.89  -0.24
F -2.92 5.48 1.60  -0.37
C -3.35 3.12 1.25  0.53
F -3.69 2.42 0.12  -0.24
F -4.52 3.56 1.86  -0.29
F -2.78 2.19 2.13  -0.25
C 1.60 0.38 -1.71  -0.65
C 2.02 -0.98 -1.02  0.12
O 2.73 -1.76 -1.64  -0.63
N 1.61 -1.27 0.35  0.89
C 0.47 -2.21 0.42  -0.81
C 2.75 -1.66 1.21  -1.20
O -0.35 1.06 0.67  -0.81
C -1.17 0.54 -0.34  0.90
N -1.78 0.44 -1.32  -0.75
H 5.39 4.67 4.32  0.36
H 5.71 3.06 0.33  0.27
H 5.92 4.87 0.14  0.31
H 3.88 5.05 -0.93  0.32
H 3.00 4.47 0.61  0.17
H 3.32 3.00 -2.05  0.27
H 4.13 2.09 -0.71  0.36
H 2.46 1.09 1.09  0.30
H 1.25 3.29 1.18  0.10
H 0.84 3.75 -2.29  0.16
H -0.70 2.84 -1.95  0.43
H 0.28 5.01 0.17  0.09
H -0.19 5.58 -1.48  0.29
H -2.36 3.99 -1.22  0.47
H -2.31 5.70 -0.65  0.37
H 2.47 0.68 -2.38  0.40
H 0.71 0.28 -2.41  0.30
H 0.02 -2.43 -0.60  0.37
H -0.36 -1.68 1.00  0.17
H 0.72 -3.14 1.01  0.06
H 2.95 -2.77 1.26  0.41
H 2.60 -1.19 2.24  0.36
H 3.69 -1.17 0.80  0.28
N 0.82 3.72 -4.59  -0.15
C 0.75 2.56 -5.24  0.04
C 0.23 2.42 -6.53  -0.79
C -0.23 3.56 -7.17  -0.10
C -0.17 4.78 -6.51  -0.60
C 0.37 4.81 -5.23  -0.17
H 1.12 1.70 -4.70  0.28
H 0.20 1.45 -7.01  0.37
H -0.64 3.49 -8.17  0.36
H -0.52 5.69 -6.98  0.35
H 0.44 5.74 -4.68  0.39
N 4.86 -1.09 3.59  -0.15
C 5.65 -2.10 3.99  -0.12
C 6.58 -1.99 5.02  -0.64
C 6.70 -0.77 5.66  -0.15
C 5.90 0.29 5.27  -0.71
C 5.00 0.08 4.23  -0.10
H 5.52 -3.03 3.46  0.36
H 7.19 -2.83 5.30  0.36
H 7.42 -0.64 6.47  0.35
H 5.97 1.26 5.75  0.37
H 4.34 0.87 3.89  0.42
N -2.73 -4.83 0.42  -0.57
C -2.81 -6.00 -0.23  -0.49
C -3.32 -6.13 -1.51  -0.44
C -3.77 -4.99 -2.16  -0.26
C -3.69 -3.77 -1.51  -0.36
C -3.17 -3.75 -0.23  -0.41
H -2.45 -6.86 0.32  0.59
H -3.36 -7.10 -1.99  0.51
H -4.17 -5.05 -3.16  0.54
H -4.03 -2.86 -1.98  0.42
H -3.09 -2.81 0.33  0.50
N -0.18 7.92 1.16  -0.26
C -0.50 7.32 2.32  0.03
C -0.87 8.00 3.47  -0.97
C -0.92 9.39 3.42  -0.10
C -0.59 10.03 2.23  -0.46
C -0.24 9.25 1.14  -0.23
H -0.45 6.23 2.31  0.51
H -1.12 7.47 4.37  0.37
H -1.20 9.96 4.29  0.36
H -0.61 11.11 2.16  0.35
H 0.02 9.71 0.19  0.35
N 0.10 -8.67 0.39  -0.44
C 0.88 -9.68 0.79  -0.23
C 1.81 -9.58 1.81  -0.34
C 1.93 -8.36 2.46  -0.30
C 1.14 -7.30 2.07  -0.61
C 0.24 -7.51 1.03  0.10
H 0.75 -10.61 0.25  0.35
H 2.41 -10.43 2.10  0.35
H 2.65 -8.24 3.27  0.37
H 1.21 -6.34 2.55  0.37
H -0.41 -6.71 0.69  0.40
N -8.13 -5.74 -2.73  -0.50
C -7.01 -6.33 -2.29  -0.19
C -6.95 -7.64 -1.86  -0.24
C -8.11 -8.39 -1.88  -0.44
C -9.29 -7.80 -2.33  -0.34
C -9.24 -6.48 -2.74  -0.25
H -6.12 -5.70 -2.29  0.47
H -6.01 -8.07 -1.52  0.38
H -8.11 -9.43 -1.55  0.36
H -10.22 -8.36 -2.36  0.36
H -10.13 -5.97 -3.10  0.36

The largest force on an atom comes out at 0.095 Eh/bohr. The net charge is -1. The value obtained for the HOMO energy is -4.695 eV.